# 1
ORCA calculation (ωB97M-V/def2-TZVPD) on a molecular structure, C26H40BN14Rb at a distorted geometry.

Calculated values
* energy: -49809.378 eV
* Kohn-Sham gap: 8.29 eV
* E_HOMO: -8.30 eV

```
! RIJCOSX wB97M-V def2-TZVPD def2/J DEFGRID3
* xyz 0 1
Rb 0.383 -0.290 -0.303
C -2.693 -3.970 -3.335
C -1.582 -3.200 -2.619
C -1.173 -2.007 -3.491
C -2.020 -2.797 -1.239
C -3.322 -2.733 -0.719
C -3.141 -2.399 0.603
N -1.823 -2.274 0.833
N -1.141 -2.516 -0.283
B -1.282 -1.968 2.245
N -1.488 -0.460 2.547
C -2.443 0.018 3.360
C -2.371 1.394 3.360
C -1.305 1.680 2.493
N -0.790 0.549 2.019
C -0.763 3.020 2.092
C -0.983 4.061 3.191
C -1.419 3.491 0.789
N 0.180 -2.372 2.446
C 0.623 -2.896 3.602
C 1.946 -3.237 3.450
C 2.238 -2.883 2.123
N 1.167 -2.349 1.549
C 3.527 -3.141 1.397
C 3.726 -4.656 1.239
C 3.560 -2.457 0.033
H -2.352 -4.325 -4.307
H -3.020 -4.828 -2.751
H -3.550 -3.317 -3.494
H -0.702 -3.845 -2.504
H -2.010 -1.321 -3.605
H -0.330 -1.468 -3.056
H -0.883 -2.360 -4.481
H -4.255 -2.928 -1.211
H -3.868 -2.274 1.381
H -1.952 -2.576 3.028
H -3.098 -0.635 3.902
H -2.999 2.069 3.911
H 0.314 2.911 1.903
H -2.045 4.263 3.313
H -0.593 3.712 4.145
H -0.490 4.998 2.933
H -2.501 3.541 0.902
H -1.054 4.481 0.517
H -1.188 2.798 -0.014
H -0.021 -2.994 4.451
H 2.594 -3.684 4.179
H 4.355 -2.756 2.006
H 2.934 -5.080 0.625
H 4.683 -4.864 0.761
H 3.710 -5.153 2.207
H 2.718 -2.807 -0.564
H 3.492 -1.378 0.165
H 4.491 -2.692 -0.483
N 2.987 2.596 -0.182
C 2.214 3.052 -1.172
N 2.609 4.173 -1.783
C 1.829 4.583 -2.776
N 2.190 5.688 -3.449
N 0.692 3.982 -3.151
C 0.374 2.896 -2.456
N 1.105 2.365 -1.490
C -0.927 2.278 -2.777
C -1.633 2.719 -3.896
C -2.876 2.169 -4.155
C -3.372 1.211 -3.284
C -2.584 0.827 -2.206
N -1.391 1.336 -1.961
H 3.768 3.172 0.083
H 2.669 1.848 0.431
H 2.985 6.213 -3.136
H 1.566 6.064 -4.139
H -1.184 3.465 -4.529
H -3.457 2.483 -5.012
H -4.339 0.763 -3.454
H -2.920 0.069 -1.507
N 3.991 0.269 2.313
N 2.634 0.666 2.094
H 4.147 -0.097 3.251
H 4.599 1.073 2.186
H 2.257 1.232 2.861
H 2.076 -0.189 2.053
*
```



# 2
ORCA calculation (ωB97M-V/def2-TZVPD) on 2 unconnected molecules or ions with the total composition C26H40BN4O8PS2 at a distorted geometry.

Calculated values
* structure (SMILES): CCNc1ccc2c(c1C[SH](=O)=O)C(=O)c1c(OB(O)O)ccc(CSCC)c1C2=O.CN(C)P(=O)(N(C)C)N(C)C
* energy: -81587.421 eV
* Kohn-Sham gap: 7.62 eV
* E_HOMO: -8.07 eV

```
! RIJCOSX wB97M-V def2-TZVPD def2/J DEFGRID3
* xyz 0 1
C -4.488 3.447 -4.515
C -5.886 2.904 -4.199
N -6.068 1.491 -4.585
C -4.990 0.662 -4.097
C -4.035 0.289 -5.038
C -2.947 -0.473 -4.652
C -2.863 -0.860 -3.326
C -3.809 -0.527 -2.373
C -4.908 0.254 -2.760
C -5.951 0.664 -1.743
S -5.250 1.916 -0.622
O -3.931 2.290 -1.065
O -5.282 1.377 0.705
C -3.595 -1.045 -0.981
O -4.506 -1.353 -0.264
C -2.154 -1.121 -0.549
C -1.789 -0.836 0.774
O -2.702 -0.477 1.722
B -3.038 -1.500 2.624
O -4.312 -2.001 2.574
O -2.128 -1.932 3.584
C -0.438 -0.915 1.075
C 0.516 -1.232 0.128
C 0.181 -1.494 -1.199
C 1.314 -1.793 -2.156
S 1.432 -3.531 -2.698
C 1.439 -3.367 -4.512
C 2.844 -3.325 -5.122
C -1.184 -1.444 -1.512
C -1.705 -1.716 -2.892
O -1.299 -2.567 -3.641
H -3.844 3.278 -3.651
H -4.027 2.945 -5.366
H -4.507 4.510 -4.750
H -6.619 3.534 -4.703
H -6.022 2.987 -3.112
H -6.941 1.123 -4.227
H -4.098 0.601 -6.071
H -2.161 -0.773 -5.331
H -6.795 1.139 -2.247
H -6.341 -0.179 -1.182
H -6.043 3.021 -0.730
H -4.326 -2.934 2.347
H -1.566 -2.619 3.207
H -0.087 -0.702 2.079
H 1.560 -1.271 0.421
H 2.239 -1.570 -1.623
H 1.281 -1.105 -3.003
H 0.785 -4.105 -4.973
H 0.973 -2.401 -4.709
H 3.569 -2.888 -4.438
H 2.865 -2.705 -6.024
H 3.169 -4.316 -5.443
C 5.417 2.581 2.848
N 4.419 1.603 2.478
C 3.380 2.226 1.664
P 3.839 0.352 3.491
O 3.473 -0.677 2.451
N 5.165 -0.518 4.209
C 6.437 -0.569 3.500
C 4.769 -1.863 4.615
N 3.658 1.381 4.932
C 4.598 1.355 6.042
C 2.280 1.334 5.466
H 5.020 3.371 3.502
H 5.804 3.060 1.946
H 6.275 2.131 3.341
H 2.772 2.930 2.252
H 2.712 1.471 1.247
H 3.820 2.763 0.822
H 6.325 -0.805 2.435
H 7.085 -1.322 3.953
H 6.978 0.373 3.596
H 4.713 -2.555 3.768
H 3.789 -1.843 5.102
H 5.480 -2.251 5.348
H 4.569 0.423 6.613
H 4.345 2.178 6.717
H 5.617 1.529 5.708
H 2.057 0.373 5.943
H 1.558 1.484 4.657
H 2.117 2.129 6.195
*
```



# 3
ORCA calculation (ωB97M-V/def2-TZVPD) on a molecular structure, C26H40BeBrNOP2 at a distorted geometry.

Calculated values
* energy: -120149.059 eV
* Kohn-Sham gap (alpha / beta): 6.46 / 5.15 eV
* E_HOMO (alpha / beta): -12.93 / -11.96 eV

```
! RIJCOSX wB97M-V def2-TZVPD def2/J DEFGRID3
* xyz 2 1
N 4.855 -7.096 -1.379
C 5.535 -6.021 -0.953
C 4.994 -4.729 -0.998
C 3.646 -4.523 -1.466
C 2.939 -5.708 -1.872
C 3.603 -6.952 -1.825
C 3.061 -3.173 -1.401
Be 1.625 -0.987 -1.264
P -1.598 2.409 2.868
C 1.690 -2.874 -1.231
C 1.299 -2.295 0.065
C -0.017 -2.394 0.586
C -0.389 -1.610 1.666
C 0.534 -0.761 2.260
C 1.790 -0.607 1.729
C 2.184 -1.373 0.625
Br -0.030 0.573 3.453
H 3.828 -2.372 -1.389
H 0.942 -3.557 -1.669
H 5.592 -3.887 -0.617
H 1.897 -5.655 -2.230
H 6.560 -6.184 -0.597
H 3.075 -7.855 -2.166
H -0.673 -3.145 0.133
H 3.258 -1.385 0.433
H -1.366 -1.772 2.082
H 2.471 0.102 2.186
P -0.441 0.906 -1.821
C -1.380 2.864 4.627
C -2.453 2.689 5.683
H -0.861 3.829 4.715
H -0.593 2.152 4.967
H -2.013 2.460 6.672
H -2.997 3.629 5.801
H -3.186 1.916 5.438
C -2.865 1.278 2.194
C -4.360 1.613 2.287
H -2.685 0.315 2.710
H -2.595 1.143 1.123
H -4.931 0.705 2.034
H -4.669 1.930 3.295
H -4.669 2.396 1.579
C -1.155 3.725 1.688
C -1.542 5.185 2.008
H -1.617 3.449 0.718
H -0.062 3.655 1.573
H -1.418 5.822 1.127
H -2.584 5.309 2.315
H -0.942 5.640 2.805
C -0.448 2.601 -2.478
C -0.801 2.725 -3.953
H 0.524 3.056 -2.257
H -1.173 3.154 -1.866
H 0.044 2.488 -4.606
H -1.650 2.101 -4.239
H -1.085 3.755 -4.177
C -2.208 0.532 -1.910
C -2.593 -0.902 -1.623
H -2.519 0.786 -2.922
H -2.731 1.225 -1.237
H -2.244 -1.606 -2.383
H -2.222 -1.257 -0.661
H -3.683 -1.006 -1.597
C 0.323 -0.076 -3.152
C 1.723 0.389 -3.534
H -0.381 -0.007 -3.984
H 0.316 -1.153 -2.849
H 2.376 -0.474 -3.713
H 1.722 0.984 -4.453
H 2.211 0.970 -2.741
O 1.677 1.971 0.185
C 1.537 0.966 -0.416
*
```



The lowest energy belongs to which entry? C26H40BeBrNOP2



The lowest energy belongs to which entry? C26H40BeBrNOP2



Which formula does entry 2 have? C26H40BN4O8PS2



Which value of energy does entry 1 give? -49809.378 eV